{"formula": "C4H9NO2", "method": "ωB97M-V/def2-TZVPD", "elements": ["C", "C", "C", "O", "N", "C", "O", "H", "H", "H", "H", "H", "H", "H", "H", "H"], "coordinates": [[-1.187, 1.426, -0.057], [-0.343, 0.209, 0.307], [-1.066, -1.099, -0.034], [-0.318, -2.232, 0.334], [0.989, 0.248, -0.333], [2.199, 0.074, 0.214], [3.123, 0.171, -0.592], [-0.689, 2.350, 0.248], [-2.168, 1.387, 0.433], [-1.350, 1.459, -1.138], [-0.178, 0.200, 1.398], [-2.015, -1.161, 0.515], [-1.304, -1.098, -1.109], [0.491, -2.214, -0.194], [1.484, 0.415, -1.272], [2.332, -0.135, 1.281]], "atomic_forces_ev_per_a": [[0.02, 0.03, -0.09], [0.15, 0.02, -0.16], [-0.18, 0.28, -0.14], [0.22, -0.04, -0.14], [0.65, 0.00, -0.18], [0.62, -0.02, -0.09], [0.89, -0.25, 0.98], [-0.05, -0.13, -0.07], [0.22, -0.06, -0.08], [0.00, 0.05, 0.10], [0.23, 0.02, -0.37], [0.21, 0.10, -0.08], [0.02, -0.07, 0.09], [-0.07, -0.10, 0.12], [-2.82, 0.16, 0.08], [-0.12, 0.01, 0.02]], "mulliken_charge": [-1.373, 0.581, -0.724, -0.514, -0.232, 0.048, -0.645, 0.356, 0.374, 0.346, 0.187, 0.344, 0.323, 0.316, 0.248, 0.365], "smiles": "C[C@@H](CO)NC=O", "total_energy_ha": -363.0205, "relative_energy_ev": 1.770, "homo_energy_ha": -0.35860, "lumo_ev": 0.9}


{"formula": "C4H9NO2", "method": "ωB97M-V/def2-TZVPD", "elements": ["C", "C", "O", "C", "N", "C", "O", "H", "H", "H", "H", "H", "H", "H", "H", "H"], "coordinates": [[-2.055, -0.770, -0.341], [-0.639, -0.250, -0.529], [-0.748, 1.046, -1.078], [0.105, -0.240, 0.811], [1.560, -0.297, 0.708], [2.458, 0.566, 0.298], [1.963, 1.722, -0.215], [-2.054, -1.819, -0.024], [-2.603, -0.690, -1.282], [-2.583, -0.173, 0.411], [-0.093, -0.922, -1.215], [0.111, 1.488, -0.994], [-0.189, 0.656, 1.369], [-0.171, -1.118, 1.402], [2.029, -1.116, 1.059], [2.908, 1.916, -0.380]], "atomic_forces_ev_per_a": [[-0.05, -0.01, -0.01], [-0.06, -0.34, 0.14], [0.27, 0.19, -0.01], [-0.18, 0.05, 0.08], [0.29, -0.07, 0.07], [-0.02, -1.02, 0.40], [1.14, -0.55, 0.19], [0.01, 0.16, -0.05], [0.06, -0.01, 0.10], [0.08, -0.07, -0.09], [-0.08, 0.15, 0.08], [-0.18, -0.05, -0.12], [-0.01, -0.10, -0.06], [-0.12, 0.13, -0.08], [-0.32, -0.17, 0.08], [-0.81, 1.71, -0.72]], "mulliken_charge": [-1.411, 0.584, -0.535, -0.925, 0.158, -0.762, -0.329, 0.386, 0.348, 0.341, 0.168, 0.402, 0.326, 0.399, 0.280, 0.570], "total_energy_ha": -362.9792, "relative_energy_ev": 2.893, "homo_energy_ha": -0.32546, "lumo_ev": 0.8}